2 unconnected molecules or ions with the total composition C4H5ClN2 in a non-equilibrium geometry, computed with the ωB97M-V functional and the def2-TZVPD basis.

Total charge = 0
SMILES = ClC1=NN1.C#CC
Frontier orbital gap = 8.86 eV
Energy relative to the best compared isomer or geometry (same formula, charge and spin) = 175.02 kcal/mol
Maximum force = 4.24 eV/Å

Positions of all 12 atoms, in Å:
Cl  -0.607  2.704  0.603
C  -1.176  1.142  0.861
N  -1.973  0.534  1.596
N  -2.169  0.324  0.175
H  -1.842  -0.602  0.015
C  -0.539  -1.007  -0.992
C  0.476  -0.571  -0.519
C  1.841  -0.272  -0.108
H  -1.047  -1.723  -1.441
H  2.510  -1.171  0.306
H  2.478  -0.057  -0.962
H  2.048  0.699  0.467

---

3 unconnected molecules or ions with the total composition C10H27FO3Si in a non-equilibrium geometry, computed with the ωB97M-V functional and the def2-TZVPD basis.

Total charge = 0
SMILES = CCO[SiH2][C@H](C)F.CC(C)O.CC(C)O
Frontier orbital gap = 10.56 eV
Maximum force = 1.72 eV/Å

Positions of all 42 atoms, in Å:
C  -1.723  -2.770  4.897
C  -2.714  -2.330  3.763
O  -2.811  -0.921  3.609
Si  -1.495  -0.245  2.760
C  0.178  -0.335  3.696
C  1.032  0.937  3.350
F  0.898  -1.408  3.117
H  -1.785  -2.093  5.766
H  -1.972  -3.813  5.166
H  -0.695  -2.810  4.487
H  -2.454  -2.859  2.824
H  -3.704  -2.724  4.069
H  -1.796  1.189  2.577
H  -1.267  -0.826  1.444
H  0.087  -0.438  4.789
H  1.105  0.955  2.246
H  0.585  1.853  3.761
H  2.037  0.737  3.766
C  -1.144  -2.824  -2.263
C  -1.548  -1.374  -2.045
C  -0.802  -0.444  -2.988
O  -1.280  -1.001  -0.693
H  -0.076  -2.961  -2.070
H  -1.680  -3.479  -1.574
H  -1.356  -3.144  -3.285
H  -2.624  -1.267  -2.197
H  0.277  -0.502  -2.818
H  -1.096  0.593  -2.813
H  -1.005  -0.692  -4.032
H  -0.332  -1.091  -0.546
C  3.317  2.961  -4.196
C  2.155  2.525  -3.317
C  1.503  3.713  -2.627
O  2.620  1.599  -2.335
H  4.093  3.447  -3.598
H  3.779  2.097  -4.676
H  2.988  3.656  -4.971
H  1.413  2.002  -3.924
H  2.220  4.224  -1.978
H  0.678  3.382  -1.994
H  1.119  4.431  -3.354
H  3.274  2.049  -1.793

---

12 unconnected molecules or ions with the total composition H23O12 in a non-equilibrium geometry, computed with the ωB97M-V functional and the def2-TZVPD basis.

Total charge = -1
Frontier orbital gap = 9.47 eV
Energy relative to the best compared isomer or geometry (same formula, charge and spin) = 63.96 kcal/mol
Maximum force = 3.30 eV/Å

Positions of all 35 atoms, in Å:
O  -10.780  -5.762  -11.160
H  -11.251  -4.955  -11.401
O  -13.627  -7.737  -10.944
H  -14.342  -7.792  -10.309
H  -12.893  -7.524  -10.446
O  -8.536  -3.769  -11.781
H  -7.860  -4.116  -12.375
H  -8.404  -4.463  -11.111
O  -11.073  -3.294  -9.538
H  -10.883  -4.178  -9.736
H  -10.448  -2.839  -10.114
O  -11.743  -6.665  -8.920
H  -11.495  -6.273  -9.786
H  -12.473  -6.060  -8.653
O  -8.725  -6.576  -12.638
H  -9.441  -6.261  -11.994
H  -7.885  -6.489  -12.187
O  -11.702  -6.691  -13.402
H  -10.946  -6.648  -14.011
H  -11.405  -6.461  -12.502
O  -8.672  -5.628  -9.622
H  -9.511  -5.682  -10.082
H  -8.361  -6.439  -9.961
O  -11.197  -3.115  -12.706
H  -10.543  -2.828  -13.393
H  -10.706  -3.819  -12.246
O  -13.638  -2.690  -10.504
H  -14.111  -1.973  -10.093
H  -12.729  -2.634  -10.293
O  -10.334  -8.684  -11.346
H  -10.704  -7.826  -11.155
H  -9.457  -8.458  -11.020
O  -13.750  -4.709  -12.272
H  -13.684  -4.390  -11.389
H  -13.135  -5.436  -12.438

---

A molecular structure, C19H42CrNOP3S in a non-equilibrium geometry, computed with the ωB97M-V functional and the def2-TZVPD basis.

Spin multiplicity = 4
Total charge = +3
Frontier orbital gap (spin up / spin down) = 4.34 / 6.05 eV
Energy relative to the best compared isomer or geometry (same formula, charge and spin) = 0.00 kcal/mol
Maximum force = 2.23 eV/Å
Expectation value of S² = 4.18

Positions of all 68 atoms, in Å:
Cr  0.160  0.322  -0.684
P  1.721  1.828  0.684
P  -1.184  0.813  1.580
P  -0.958  2.263  -1.593
H  0.360  -1.784  -5.189
C  0.828  -0.888  -5.596
C  1.678  -0.091  -4.924
H  2.169  -0.283  -3.973
C  2.712  0.694  1.698
C  1.368  3.181  1.882
C  3.021  2.698  -0.262
C  -2.654  -0.285  1.539
C  -0.435  0.279  3.139
C  -1.900  2.467  2.064
C  -0.489  2.250  -3.343
C  -0.883  4.060  -1.102
C  -2.778  1.926  -1.574
H  0.683  -0.735  -6.677
H  2.060  0.757  -5.498
H  3.281  0.059  1.010
H  2.071  0.056  2.314
H  3.380  1.300  2.318
H  0.790  2.828  2.738
H  0.786  3.940  1.354
H  2.272  3.666  2.281
H  3.409  1.963  -0.970
H  3.868  3.115  0.306
H  2.552  3.514  -0.820
H  -3.462  0.194  2.098
H  -2.440  -1.268  1.971
H  -2.944  -0.419  0.493
H  -1.192  0.600  3.865
H  0.527  0.743  3.372
H  -0.331  -0.811  3.146
H  -2.559  2.324  2.925
H  -2.506  2.862  1.247
H  -1.197  3.262  2.343
H  -1.342  2.703  -3.869
H  -0.320  1.222  -3.698
H  0.421  2.827  -3.578
H  -1.509  4.728  -1.720
H  0.152  4.397  -1.220
H  -1.183  4.233  -0.060
H  -3.372  2.535  -2.273
H  -3.210  2.071  -0.576
H  -2.940  0.876  -1.846
C  -1.064  -2.625  -0.536
C  -2.311  -2.776  -1.126
C  -2.461  -2.408  -2.474
C  -1.326  -2.084  -3.225
C  -0.135  -1.769  -2.599
C  -0.048  -1.801  -1.178
S  -0.566  -3.503  0.882
H  -1.722  -4.211  0.783
H  -3.123  -3.193  -0.512
H  -3.421  -2.529  -2.986
H  -1.368  -2.094  -4.310
H  0.735  -1.548  -3.197
H  0.957  -1.830  -0.664
C  2.250  -4.181  4.922
C  1.372  -4.203  3.693
N  1.788  -5.242  2.896
O  0.414  -3.433  3.483
H  3.256  -3.813  4.659
H  2.364  -5.203  5.306
H  1.790  -3.520  5.657
H  1.584  -5.255  1.903
H  2.551  -5.772  3.300

---

no.,total energy (a.u.)
1,-724.85670
2,-1012.27684
3,-916.72047
4,-3344.80773